# 1
39
Properties=species:S:1:pos:R:3:nbo_charge:R:1 method="wB97M-V/def2-TZVPD" orbital_gap_ev=9.17 max_force_ev_per_a=4.0 smiles="CC[C@H](C)[C@H](NC(=O)[C@@H](N)Cc1c[nH]cn1)C(=O)O" charge=0
H -0.7063 -1.1008 -1.2130 0.226
C -0.5850 -1.2217 -0.0922 -0.169
C -2.7154 3.1792 0.1262 0.155
N -0.1237 0.0097 0.5539 -0.654
H 1.4838 -3.4006 1.4055 0.203
O -2.2373 -2.7553 0.6809 -0.585
H 2.3788 -3.7840 -1.6542 0.209
H -0.2430 -3.2038 1.7742 0.212
H 1.8286 -4.5221 -0.1759 0.199
H -3.5976 -1.1008 0.8204 0.502
H 2.9670 2.5513 1.6465 0.368
H -3.4722 2.6481 0.6784 0.220
C -0.6000 3.2982 -0.3772 0.101
C 1.0478 0.5659 0.1074 0.710
H 3.2554 1.1584 0.6724 0.401
H 1.2200 -5.2546 -1.6933 0.212
H -3.2751 5.2111 -0.5585 0.440
H 1.4586 -1.6801 -0.2607 0.273
C -1.1490 4.4890 -0.7153 -0.092
H 0.9116 -1.9732 2.1382 0.212
H -0.7258 5.3821 -1.1233 0.214
H 0.5017 2.2254 1.4134 0.200
N -2.5140 4.5033 -0.3086 -0.542
O -2.7945 -0.6330 0.4410 -0.689
C 1.5533 -4.3560 -1.2237 -0.614
C 1.2512 1.9613 0.5426 -0.126
H 1.4580 3.8848 -0.3759 0.227
H 1.2116 2.5704 -1.5227 0.231
C 0.9071 2.9679 -0.5078 -0.440
H -1.0482 0.5305 0.7366 0.472
N 2.6030 1.8295 1.1392 -0.863
C 0.4968 -2.2525 0.0140 -0.252
O 1.8356 -0.0019 -0.6401 -0.643
C 0.7030 -2.7205 1.4633 -0.620
C 0.3532 -3.2997 -1.1603 -0.382
N -1.5462 2.4531 0.0957 -0.499
H -0.5919 -3.8747 -1.1589 0.204
C -1.8934 -1.6340 0.4222 0.787
H 0.3927 -2.6500 -2.1103 0.191



# 2
51
Properties=species:S:1:pos:R:3:nbo_charge:R:1 method="wB97M-V/def2-TZVPD" orbital_gap_ev=5.72 max_force_ev_per_a=0.6 charge=0
O -1.9907 -1.2328 3.1407 -0.545
O -1.4325 1.5517 2.4273 -0.847
H 3.7111 1.6370 -2.4486 0.214
N -3.6277 1.0543 -1.4472 -0.401
O -3.3935 -2.9327 -0.8581 -0.428
C 0.4165 -1.3433 -3.8027 -0.184
H -1.2580 -3.0213 3.7564 0.232
C 0.2731 -1.6055 3.9900 0.789
H 1.8350 -1.8163 5.0075 0.506
O 0.8642 -1.0999 3.0672 -0.648
C 2.7782 1.8241 0.7932 -0.311
H -2.7564 2.7574 -1.0353 0.370
C 3.7330 1.8955 -1.3984 -0.325
C -2.5854 -0.0526 3.7172 -0.170
H -0.4231 0.0236 -2.3883 0.190
H -4.6093 -1.9318 -1.9717 0.445
C 2.8541 -0.8110 -2.6005 -0.244
H -1.5511 -1.8800 5.0659 0.211
N -4.5406 -0.9400 -2.1458 -0.784
C 2.7757 -1.6702 -3.6806 -0.204
O -3.5944 1.2147 1.9529 -0.716
H 5.4822 3.0906 -1.6193 0.203
O 0.8860 -1.9915 5.1095 -0.661
H 3.8091 -0.6379 -2.1225 0.209
O -1.4846 -2.4529 0.0353 -0.471
N -2.6330 1.7931 -0.7461 -0.670
H 5.5642 3.7657 0.7721 0.205
H 3.6815 -2.1420 -4.0440 0.204
C 4.7311 2.7295 -0.9260 -0.185
H 2.0221 1.5225 1.5172 0.166
C 1.7043 -0.1751 -2.0843 0.160
H 3.7768 2.9575 2.2984 0.201
H -2.9314 1.7658 0.2472 0.417
H -0.5434 -1.5371 -4.2689 0.198
C -2.5691 1.0255 2.6239 0.738
N -2.6121 -0.8113 -0.7465 -0.526
C 2.7231 1.3960 -0.5496 0.278
C 0.4838 -0.4707 -2.7264 -0.312
H -5.3340 -0.4500 -2.5188 0.401
C 1.5600 -1.9496 -4.2981 -0.286
N -2.5275 -2.1305 -0.5372 0.636
N 1.6720 0.6095 -0.9544 -0.854
C -3.6096 -0.2744 -1.4469 0.625
C 4.7792 3.1170 0.4076 -0.293
C -1.2018 -1.9643 4.0349 -0.174
H -1.9904 0.2929 4.5645 0.183
H -3.6109 -0.2647 4.0219 0.194
H 1.5101 -2.6215 -5.1444 0.206
Ba -0.3072 -0.0205 0.7230 1.846
H -4.2897 1.5485 -2.0197 0.393
C 3.7811 2.6589 1.2565 -0.179



# 3
102
Properties=species:S:1:pos:R:3:lowdin_charge:R:1 method="wB97M-V/def2-TZVPD" orbital_gap_ev=4.62 max_force_ev_per_a=0.7 charge=-2
N 0.0287 -1.4537 0.6560 -0.073
H -5.5026 4.3582 4.0033 0.090
C 1.7881 -0.6532 3.4133 -0.113
C 1.6928 -1.5095 -2.5787 -0.085
C 0.1196 1.5384 -3.2976 -0.156
H 4.2586 2.7453 -1.8807 0.114
C 2.4348 3.0511 -3.4882 -0.067
H 0.4201 -4.6527 0.3433 0.102
C -2.6232 -2.9054 0.4839 -0.355
C 0.8840 -4.4073 -0.6040 -0.020
C 2.2875 -1.1403 -3.7647 -0.024
Cl -2.0065 6.9672 3.5664 0.618
C 1.6454 -2.9015 -2.2890 -0.090
H 3.2509 -1.8358 -5.5587 0.089
H -2.8116 -4.5513 2.4632 0.103
H 4.2909 0.2755 -2.1508 0.073
Cl 1.2445 2.6944 4.0779 0.634
H 3.9588 -1.8536 2.1350 0.074
C 3.0929 2.8122 -0.0968 -0.066
H 2.7509 -0.2529 3.7426 0.073
C 1.1255 1.3954 -2.3050 -0.229
H 0.9254 -3.9512 4.4033 0.098
H 1.2517 -6.4753 -1.0750 0.089
H 1.6084 3.8352 -5.3109 0.084
C 1.9585 -2.0917 2.9148 -0.361
H 2.6885 -1.4399 0.9774 0.058
H 4.9300 0.7978 -0.5784 0.073
C 2.9682 -2.1345 1.7648 -0.055
Cl -0.7000 4.0032 -0.7520 0.672
C 0.6680 -1.7781 -0.5102 -0.279
H -0.4587 2.5062 -5.1200 0.100
H 3.1224 -4.2231 -5.0270 0.091
H -2.2025 -0.8731 -4.2203 0.072
C -0.6277 4.2513 0.9707 -0.739
H 2.3704 -0.1038 -4.0656 0.102
C -0.9825 -4.3634 3.5429 -0.108
Pb -0.4898 0.8875 0.7692 1.274
H -2.5685 1.7354 5.7146 0.092
C -2.3999 1.6762 -3.2408 -0.067
C 0.2120 3.6735 3.0709 -0.732
C 2.7259 -3.4869 -4.3356 -0.060
H 2.3346 -6.0704 -3.2335 0.091
N 0.8963 0.5239 -1.2412 -0.079
H -3.0401 -2.7876 -1.6261 0.077
H -1.4088 -3.3768 -1.2655 0.069
C -1.2795 -0.2960 -4.3234 -0.053
C 2.1283 -3.9024 -3.1112 -0.184
H -3.1253 -0.8192 0.8252 0.035
H 2.4054 -2.6655 3.7348 0.112
H 2.3714 2.2097 0.4471 0.040
H -4.3413 3.4452 6.0424 0.093
C 0.3105 2.4089 -4.3601 -0.065
C -0.4088 4.7761 3.6588 -0.717
C -3.1133 2.1404 4.8746 -0.121
C 4.0303 0.7440 -1.1989 -0.057
C 1.0221 -3.1044 -1.0266 -0.103
H -1.1851 0.2327 -2.2505 0.093
C -4.7472 3.5897 3.9276 -0.099
H -4.4888 -1.8083 0.2955 0.074
C -0.2792 -2.4475 1.5918 -0.213
C 0.0976 3.3394 1.7283 -0.314
H 3.3028 0.1125 -0.6972 0.055
N -3.4616 2.1408 2.5265 -0.236
C -2.7577 1.6486 3.6039 -0.675
C -4.0904 3.0909 5.0505 -0.109
H 3.9806 2.9445 0.5288 0.074
H -3.1906 -3.8442 0.4816 0.115
H -3.8819 -1.9268 1.9637 0.076
H 3.0321 -3.1336 1.3321 0.077
Cl -2.1994 6.4372 0.4996 0.616
H -2.3358 2.4224 -2.4491 0.044
H -1.2533 -5.0980 4.2928 0.086
C -1.1787 0.7518 -3.2092 -0.369
H 1.4069 -0.0168 2.6156 0.006
C -3.5899 -1.7984 0.9205 -0.065
C 1.0527 -0.8212 -1.4506 -0.257
C 1.4653 3.1641 -4.4713 -0.108
H -1.2797 0.1857 -5.3059 0.071
Cl -0.2171 5.1371 5.3439 0.614
C 1.9727 -5.2375 -2.6394 -0.061
H -2.4827 2.1954 -4.1994 0.066
H 1.0832 -0.6057 4.2453 0.054
S -1.5518 0.4464 3.4455 0.552
H -4.8567 3.4418 1.7799 0.126
C -1.1886 5.6144 2.8682 -0.726
C 0.2377 -3.7142 3.5974 -0.065
C -1.2841 5.3570 1.5025 -0.715
C -4.3964 3.1016 2.6957 -0.050
C -1.5276 -3.1160 1.5333 -0.136
H 2.6428 3.7910 -0.2730 0.075
C 2.2987 2.1839 -2.4086 -0.148
C -2.1790 -2.6675 -0.9614 -0.056
O -3.2681 1.6884 1.3204 -0.246
C -1.8492 -4.0506 2.5144 -0.070
H -0.4372 -0.9841 -4.2790 0.065
C 1.3677 -5.4560 -1.4294 -0.096
C 2.7941 -2.1491 -4.6253 -0.096
H -1.7867 -1.6608 -1.0880 0.057
H 3.3400 3.6455 -3.5704 0.098
C 0.6105 -2.7617 2.6539 -0.131
C 3.4605 2.1474 -1.4236 -0.368
H -3.3135 1.0962 -3.0875 0.076



# 4
168
Properties=species:S:1:pos:R:3:lowdin_charge:R:1 method="wB97M-V/def2-TZVPD" orbital_gap_ev=7.44 max_force_ev_per_a=3.4 charge=+1
H 0.9557 1.0871 -0.2774 0.068
C 0.2832 -9.3513 5.8009 -0.216
H 0.1080 6.6758 -0.6655 0.107
C -0.3396 7.0881 -1.5701 -0.214
O 7.2240 -7.0562 -1.7519 -0.311
C -1.2319 -0.7396 0.2791 0.089
C -1.6091 5.5336 -3.3251 -0.224
H -4.4405 3.3550 6.8453 0.115
H 3.9784 6.4397 -2.0749 0.110
H 5.0609 8.0396 -3.4244 0.117
H -8.4331 -5.9215 1.7020 0.122
H 5.3295 -4.4471 -3.0655 0.107
H -9.3305 2.5873 -3.2590 0.111
C -8.3931 -5.7010 0.6315 -0.218
H 9.2911 5.2157 -2.4108 0.118
C 3.1291 -4.2677 0.4875 -0.088
H -3.4539 5.7849 -2.1992 0.117
H 2.0877 1.5766 1.0115 0.109
N -2.1787 -3.0679 1.5893 0.115
H 5.4430 7.7220 -5.8225 0.122
H 10.9332 7.0189 -0.5699 0.121
H 11.5538 5.7544 -1.6371 0.117
C 5.2848 -6.2449 -4.2821 -0.222
C 1.1541 -4.1500 2.2331 -0.159
O -4.3152 1.0925 4.1925 -0.376
C 3.9583 0.9561 -1.7861 -0.211
H 4.0895 -2.3168 2.7112 0.078
C 10.8027 7.5178 -2.6667 -0.232
C -1.2645 -8.0312 4.4016 -0.224
H -1.8947 -9.5067 5.8729 0.118
C 0.0056 -4.3502 1.1474 -0.089
H 3.2011 -3.5361 3.8280 0.077
H 0.6398 -1.8686 -0.1101 0.094
H 0.4117 -4.5953 0.1361 0.124
C -7.2520 1.7328 -0.6989 -0.230
H 2.2102 1.6687 -2.8357 0.129
O 0.6943 -6.2871 4.6747 -0.325
H -0.6516 -5.1735 1.5602 0.114
H 8.0572 7.4166 -0.7247 0.110
O -10.8073 1.6118 -0.5676 -0.323
H 3.7029 -7.7434 -4.1222 0.115
C -1.8686 7.1074 -1.4824 -0.211
H 3.4652 8.1294 -4.1651 0.116
O 0.7578 4.8446 -2.4117 -0.323
S -6.3069 -7.2008 0.1224 0.660
S 9.2246 8.3474 -2.5615 0.662
O -4.3241 0.6914 0.0597 0.168
C -1.0991 -9.3621 5.1411 -0.211
H -1.6372 4.4977 -3.6590 0.110
C -7.2511 -4.7199 0.3481 -0.224
H 0.5648 -10.3390 6.1668 0.120
H 6.7703 6.2232 -4.3909 0.089
C 5.9455 -5.3267 -3.2606 -0.230
Br -4.7849 -2.0245 2.4071 0.846
H 1.4218 -9.6197 3.9720 0.112
H -6.9017 1.4806 4.2245 0.102
H -0.9611 0.2135 -0.2274 0.119
H -7.3031 0.6403 -0.6745 0.117
H -2.2014 7.2775 -0.4577 0.116
H 5.0473 -8.4097 -2.2546 0.107
O -10.0375 3.9708 -1.0239 -0.314
C -7.4813 2.2217 -2.1324 -0.219
C 4.1206 -6.9160 -3.5469 -0.217
H -7.2338 3.2848 -2.2038 0.120
O 9.3581 9.4741 -1.6721 -0.315
C -6.6415 1.7694 5.2435 -0.213
H 2.4384 -4.4677 -0.3736 0.068
H 0.0655 8.0798 -1.7660 0.107
H -5.1700 -5.1236 -0.1774 0.097
C 2.4513 -3.4588 1.6718 -0.387
S 3.0686 0.0485 -0.5342 0.678
C -4.4541 3.2007 5.7655 -0.220
H -5.5864 5.0306 5.4477 0.122
H -7.2855 -3.8567 1.0150 0.092
H -8.2100 -6.8212 -1.2194 0.112
S 0.0693 6.0011 -2.9349 0.674
H 3.5963 -5.2005 0.8983 0.080
O 2.2802 -0.9838 -1.1854 -0.351
H 5.9962 -7.0045 -4.6179 0.122
H 3.5201 2.8552 -2.7549 0.063
H -7.7216 3.6280 4.8988 0.119
O 0.5496 -7.6006 2.5196 -0.332
H 3.8837 -7.3461 -1.4191 0.100
O -4.6691 0.7376 6.6716 -0.302
H 2.1980 -8.5072 5.1364 0.113
H -8.0881 3.2933 0.5760 0.103
C -6.8734 3.2650 5.4802 -0.207
S 4.9670 4.9094 -3.6162 0.676
H -9.3599 -5.2934 0.3348 0.120
O -6.1293 -7.9870 1.3179 -0.317
N -3.2414 1.4818 1.9926 0.153
C -8.0561 -6.9663 -0.1490 -0.227
H 10.8511 7.0154 -3.6341 0.109
H 0.7613 -3.6258 3.1507 0.128
C -5.9357 -5.4889 0.5066 -0.245
H 4.1326 6.5400 -5.9182 0.123
C -5.5785 3.9941 5.1097 -0.215
H -6.8604 1.6819 -2.8486 0.116
O 8.6737 8.4791 -3.8912 -0.336
O 5.6013 -5.4668 -0.6510 -0.335
C 1.9790 1.3885 -0.0562 -0.216
H -2.2621 7.9236 -2.0944 0.121
O 5.8568 4.6048 -2.5162 -0.333
H -7.3378 -4.3462 -0.6760 0.121
H 4.8602 1.3616 -1.3246 0.115
H 3.9639 -3.6133 0.1056 0.086
H -1.7008 -7.2672 5.0458 0.104
H 3.3196 -6.1871 -3.3920 0.113
H -7.1006 3.4397 6.5351 0.123
H -8.6045 -7.8419 0.1937 0.113
C -8.9658 2.0123 -2.4096 -0.231
H -5.5685 -5.4464 1.5330 0.089
C 4.3089 7.4651 -3.9735 -0.200
C -3.0198 -1.9752 1.5664 -0.517
H -6.2704 2.0218 -0.3262 0.089
H 6.9529 -5.0244 -3.5418 0.110
C -0.9115 -3.0946 1.0471 -0.114
C 9.3737 5.8886 -1.5526 -0.211
H 4.3782 -4.0833 2.5718 0.081
H 2.8540 5.9569 -3.3744 0.060
O 4.1855 3.8904 -4.2762 -0.324
H -7.1938 1.1573 5.9549 0.109
H 1.5545 3.2596 -1.0793 0.081
H 3.1535 3.1770 -0.3500 0.127
C 1.2492 -8.8552 4.7312 -0.225
C 3.5808 -3.3155 2.7988 -0.059
S 5.9988 -6.2979 -1.7624 0.668
H -3.4732 3.4152 5.3436 0.109
H 6.1392 5.1581 -5.6813 0.113
H 7.4955 6.7331 -2.2738 0.067
H 9.1734 5.3006 -0.6562 0.118
H 0.2811 -8.6635 6.6512 0.122
F -0.9410 1.5303 2.8429 0.089
C -1.8721 1.9490 1.8985 -0.471
C 5.8704 5.8204 -4.8598 -0.219
H -2.1581 4.9715 -1.3134 0.113
H -3.2160 0.8598 2.8398 0.086
H 2.1979 -2.4002 1.3723 0.097
C -8.3678 2.3208 0.1699 -0.226
O -1.4966 2.6504 1.0176 0.159
O -5.6819 -7.5532 -1.1272 -0.318
S 0.3877 -7.4996 3.9527 0.659
C -2.5814 -0.7638 0.9243 -0.087
C -0.3757 -1.9164 0.3480 0.079
C 10.7743 6.5088 -1.5242 -0.221
H -1.9626 6.1943 -4.1181 0.112
C 2.3992 2.5995 -0.8927 -0.202
H 1.4444 -5.1973 2.5645 0.094
H 4.2228 0.2915 -2.6072 0.114
C 8.3685 7.0342 -1.6969 -0.224
H 11.6093 8.2440 -2.5804 0.110
C -2.3767 5.7699 -2.0291 -0.219
O 0.6029 6.7833 -4.0237 -0.315
H -2.5130 -3.9224 2.0407 0.164
H 4.9450 -5.6905 -5.1578 0.116
H -5.4526 3.9936 4.0228 0.119
C 3.8775 6.2526 -3.1436 -0.217
S -4.8854 1.4947 5.4666 0.699
C 4.9214 6.9378 -5.2732 -0.205
C 3.0030 2.0706 -2.1971 -0.209
H -8.6464 1.6471 0.9793 0.098
H -1.8646 -8.1434 3.4992 0.103
C 4.6493 -7.3969 -2.1922 -0.220
S -9.7760 2.5579 -0.9138 0.662
O 3.9628 -0.2514 0.5580 -0.320
H -9.1952 0.9543 -2.5453 0.109
H -1.1558 -10.1889 4.4280 0.121
C -3.4888 0.5286 0.8891 -0.388



Which value of charge does entry 2 give? 0



Among the records above, which one has the lowest charge? C47H44Cl5N3OPbS



Among the records above, which one has the lowest charge? C47H44Cl5N3OPbS